Entry 1:
129
Properties=species:S:1:pos:R:3:forces:R:3:mulliken_charge:R:1 method="wB97M-V/def2-TZVPD" homo_lumo_gap_ev=9.518 largest_force_ev_per_a=3.64 total_energy_ha=-7695.58694 smiles="CN(C)C=O.CN(C)C=O.CN(C)C=O.CN(C)C=O.CN(C)C=O.CN(C)C=O.CN(C)C=O.CN(C)C=O.CN(C)C=O.C1CCOC1.BrCCBr"
Br 0.91183 2.26419 2.07016 0.3 0.9 0.2 -0.1099
Br 2.18499 -0.58932 0.65430 0.6 -0.4 0.3 0.0070
O 2.31087 -3.27913 -5.04435 -0.3 0.9 0.6 -0.6989
O 3.18341 3.06438 -0.95977 -0.4 0.4 -0.5 -0.6113
O 0.54436 -1.40515 4.81138 -0.2 0.6 0.4 -0.6346
O -4.81066 -1.89971 -1.05854 -0.4 0.0 -0.5 -0.5612
O -3.37478 1.24303 2.80872 -0.3 -0.4 0.5 -0.5756
O 5.55524 -1.06920 3.54669 0.0 -0.4 -0.2 -0.6591
O -1.89550 0.94662 -2.51179 1.9 1.0 0.1 -0.3029
O -0.01908 -3.00578 -1.04485 -0.9 0.4 -0.3 -0.1699
O 3.89992 1.08991 -4.89847 -0.2 1.0 -0.8 -0.5403
O -1.88566 4.65127 4.94398 -0.1 0.1 -0.6 -0.6585
N 1.42850 -1.18977 -4.60373 -0.9 1.6 -0.1 0.3886
N 4.97632 -0.35318 -3.57389 -0.2 -0.9 -0.7 0.1428
N -3.18315 3.00535 1.46990 0.4 3.6 -0.3 0.3422
N 1.53026 -2.87053 3.43416 1.7 -0.2 -0.1 0.3215
N 1.49931 3.64565 -2.39868 0.2 -0.2 -2.4 0.2494
N -4.94488 -2.91838 0.92728 -0.4 1.2 1.7 0.2341
N -1.34409 2.67969 5.88918 -0.8 -1.0 1.2 0.1386
N -3.99179 1.07862 -3.46990 0.9 -2.1 2.4 0.2434
N 5.07836 0.99176 2.79764 0.1 2.5 -1.5 0.2508
C -3.03572 0.59913 -2.54372 -2.8 -0.3 -1.6 -0.1432
C 1.97578 -2.37797 -4.27387 0.1 -0.3 -0.5 0.0584
C 5.03829 0.02995 3.68912 -0.1 -0.9 1.4 0.1103
C 4.55086 2.40547 2.99221 1.1 -2.0 0.6 -0.6214
C 0.65693 4.21701 -1.38711 -0.8 0.2 -0.7 -0.7164
C 5.15231 0.67298 -2.57890 -1.0 0.5 0.5 -0.7127
C 2.72731 3.18934 -2.09786 0.7 -0.8 1.1 -0.1367
C -1.10291 3.72664 5.10733 -0.3 0.6 0.6 0.2332
C 2.71166 -3.59898 2.96972 -0.2 0.3 2.5 -0.8595
C 1.08866 -0.14518 -3.58300 -0.7 -2.5 0.2 0.1546
C -4.00308 -1.95932 1.65848 -0.6 -1.2 -2.7 -0.7111
C 5.81432 0.74468 1.53134 -0.5 -0.4 1.2 -0.9420
C -0.13701 0.68879 1.74517 -0.2 0.7 -0.3 0.4972
C -3.60774 2.25770 -4.16431 -0.4 0.4 -0.9 -0.8737
C 5.22626 -1.74429 -3.20116 -0.5 0.5 0.3 -0.8873
C -0.41792 1.61468 6.17828 0.4 -1.2 -1.2 -0.7500
C -5.39260 0.59057 -3.38592 0.5 1.4 0.5 -0.8093
C 0.36216 0.01893 0.49427 0.2 0.5 -0.2 -0.0259
C 4.36146 -0.01891 -4.74156 -0.3 -0.5 1.6 -0.2192
C -5.24360 -2.81779 -0.37306 1.6 1.2 0.3 -0.0667
C -1.94412 -4.42506 -1.44624 0.0 0.9 1.5 -0.2473
C -3.40806 2.45817 2.65398 0.1 -1.2 0.5 -0.2364
C -2.98862 4.51819 1.35682 0.6 -2.7 -0.8 -0.8574
C 1.55401 -1.96653 4.43118 -0.1 -0.2 -0.3 0.0370
C -2.69498 2.45239 6.41174 1.0 0.5 0.1 -1.0756
C -0.99372 -5.00840 -0.40864 -0.5 -0.6 1.0 -0.6374
C 1.08098 3.61640 -3.86203 1.6 0.0 1.5 -0.5888
C 0.32358 -3.20735 2.81181 -1.8 -0.1 -0.3 -0.7471
C -5.47737 -4.01561 1.69735 -0.4 0.4 -0.5 -1.0305
C 1.11583 -0.79157 -5.98335 -0.9 -0.8 0.0 -1.0568
C -3.10001 2.24542 0.27179 1.1 -0.1 -1.3 -0.0157
C -1.23839 -3.09601 -1.84196 -0.1 -0.1 0.5 0.3104
C 0.32876 -4.32967 -0.72616 -0.1 -0.7 0.0 -0.3873
H -2.06301 -5.08058 -2.27253 -0.3 -0.4 -0.8 0.4937
H 6.62194 0.03613 1.72217 0.2 0.4 0.1 0.3707
H -5.77028 -3.67354 -0.78264 -0.5 -0.2 -0.1 0.3526
H 3.54410 -3.00072 3.32039 0.6 -0.4 0.1 0.2368
H 1.17417 4.17892 -0.45383 0.4 -0.1 0.6 0.2638
H 4.50007 -2.04873 -2.45362 -0.3 -0.1 0.3 0.2372
H 0.03891 0.16419 -3.68581 0.2 -0.3 0.1 -0.2116
H 0.22003 -2.80838 1.79771 0.3 -0.1 -0.2 -0.1922
H 1.82653 2.98126 -4.37539 -0.1 0.7 0.0 0.2008
H -4.64162 -4.64053 1.94956 0.0 -0.7 0.8 0.3529
H 0.47087 0.73078 -0.32631 -0.6 -0.2 0.0 0.3403
H -0.11554 3.71495 4.68520 0.8 0.0 -0.5 0.3222
H -2.74073 4.91965 2.30742 -0.5 0.4 1.1 0.3942
H -1.41812 -4.77306 0.62030 1.0 0.1 -1.0 0.0600
H 0.98264 4.61756 -4.30246 0.2 -0.3 0.2 0.3386
H -0.97364 -6.10202 -0.41989 0.3 0.1 -0.2 0.5201
H 0.04211 -0.53175 -6.15005 0.5 -0.3 0.7 0.2417
H -0.27564 3.62115 -1.29885 0.3 0.6 -0.1 -0.0169
H -3.85317 2.52746 -0.49087 0.2 0.2 0.4 0.5301
H 3.96380 2.37107 3.92957 0.1 0.3 -0.6 0.2183
H -0.73238 0.61693 5.72246 0.4 1.3 0.3 0.2679
H 5.89413 0.32913 -1.87829 0.6 0.2 0.1 0.3475
H 2.77052 -3.64650 1.93132 -0.2 0.1 -1.9 0.2781
H -5.50008 -0.33504 -2.82158 0.5 -0.1 -0.2 0.1901
H 5.41215 1.57179 -3.12344 0.4 0.3 0.3 0.4083
H 6.13328 1.68534 1.09020 0.0 -0.1 0.0 0.3745
H 0.47984 5.27943 -1.64664 -0.4 -0.5 0.2 0.3776
H -0.51286 -2.77913 3.36963 0.1 -0.2 0.1 0.3232
H -4.22762 -1.89557 2.69567 -0.2 -0.1 0.7 0.3954
H -3.26659 3.32523 6.19316 -0.6 0.4 -0.5 0.3390
H -0.18551 -0.86799 0.22514 -0.4 -0.2 -0.2 -0.2509
H 3.95233 2.68289 2.11117 0.3 0.0 0.5 0.0557
H 4.18551 -0.83431 -5.44988 0.4 -0.2 -0.1 0.5048
H 1.69779 0.68447 -3.77131 1.1 1.3 0.0 0.0922
H -2.88254 -4.31299 -0.87963 0.0 0.3 -0.9 -0.2300
H -0.00393 0.15768 2.65347 0.0 -1.0 0.6 0.1433
H -6.15549 -4.51096 1.03971 -0.2 -1.0 -0.6 0.3366
H -3.05063 -2.42260 1.43251 0.7 0.2 0.6 0.1718
H 4.25694 0.95585 -1.95291 0.5 -0.6 -0.7 -0.0329
H -5.77910 0.47082 -4.39255 -0.1 0.0 -0.1 0.3193
H -0.93859 -3.14643 -2.88287 -0.1 0.2 -0.3 0.3490
H -3.29172 1.21472 0.54618 0.3 -0.2 -0.2 -0.5692
H 5.47379 3.00880 3.14390 -0.9 0.1 -0.3 0.3526
H -5.99848 1.33518 -2.83174 0.0 -0.2 -0.4 0.3265
H 0.17645 3.08055 -3.96463 -1.3 -0.4 0.1 0.0980
H 3.34375 2.83258 -2.93903 -0.4 0.2 -0.3 0.5599
H -4.00416 -0.97757 1.19286 -0.3 -0.1 0.1 0.0629
H -1.15956 1.07312 1.71175 0.1 -0.5 -0.3 -0.5559
H -4.19900 2.33946 -5.08526 0.0 0.2 0.3 0.3563
H 1.29137 -1.65943 -6.60800 0.3 0.0 -0.2 0.3884
H 2.11299 -2.43731 -3.18288 0.0 -0.2 0.1 0.4941
H -2.56996 2.15409 -4.47242 0.1 0.2 0.1 0.1635
H -3.86239 4.88227 0.84912 -0.2 0.8 0.0 0.3299
H -3.73353 3.15843 -3.54264 0.1 -0.1 -0.3 0.2591
H 5.04686 -2.40186 -4.05225 0.5 0.0 0.0 0.3670
H -1.85205 -2.19879 -1.65414 0.4 -0.3 -0.1 -0.4182
H 0.93169 -4.33626 0.17404 0.7 0.1 -0.2 0.1270
H 0.24765 -4.29413 2.79845 -0.3 -0.1 -0.2 0.4858
H -3.62632 3.13438 3.49096 0.2 0.2 -0.2 0.5530
H -6.17757 -3.76648 2.50645 0.9 0.4 0.3 0.3075
H -2.07643 2.37256 -0.22695 -1.3 -0.4 0.7 -0.0310
H 6.18906 -1.84165 -2.68930 0.1 -0.1 -0.6 0.3361
H 0.57696 1.88083 5.81273 -0.1 -0.1 -0.2 0.1970
H 2.53744 -1.77275 4.88570 0.1 -0.2 -0.2 0.3897
H 1.65868 0.07469 -6.33512 0.6 0.1 0.2 0.3281
H -0.30287 1.42013 7.23441 -0.2 0.3 0.5 0.3366
H 5.12042 0.22400 0.90255 -0.3 -0.1 -0.9 0.1299
H -3.02916 1.56337 5.91222 -0.7 -0.5 0.0 0.3533
H -3.40416 -0.17450 -1.87938 -0.5 -0.4 0.2 0.3388
H 2.73372 -4.64070 3.35769 0.0 0.6 0.0 0.2777
H 1.25637 -0.58806 -2.56881 -0.1 0.6 -0.7 -0.1324
H 0.83107 -4.80690 -1.61587 -0.2 0.2 0.9 0.3162
H -2.72281 2.37101 7.50103 0.3 -0.4 -0.1 0.3223
H 4.52585 0.23747 4.65695 -0.1 0.4 -0.5 0.3525
H -2.06161 4.70278 0.79485 -0.4 -0.2 -0.3 0.1415



Entry 2:
119
Properties=species:S:1:pos:R:3:forces:R:3:mulliken_charge:R:1 method="wB97M-V/def2-TZVPD" homo_lumo_gap_ev="8.428 / 9.459" largest_force_ev_per_a=2.09 total_energy_ha=-2088.85563 spin_multiplicity=2 s_squared=0.75
O 1.47687 -6.24688 -6.43219 -0.1 -0.1 0.0 -0.4833
O -6.31926 -1.17431 1.66011 1.7 0.6 0.2 -0.5812
O 4.83226 0.78730 2.07271 0.0 -0.1 -0.3 -0.5122
O -2.60866 -5.48184 -1.02970 -0.1 0.0 -0.2 -0.4692
O -1.16153 -2.70382 -2.72482 0.0 0.0 0.0 -0.3215
O 5.21614 5.24952 2.02708 0.1 -0.1 -0.2 -0.5162
O -1.43596 3.59816 0.61992 0.0 0.2 0.2 -0.6878
O 0.13108 1.77558 5.85883 0.0 -0.1 -0.1 -0.4552
O -4.13012 -0.97527 1.07752 -0.3 0.2 0.2 -0.1994
N 2.91227 -2.80676 -0.05512 -0.3 0.1 -0.3 -0.6558
N -0.31283 3.05964 0.92110 -0.2 -0.7 -1.0 0.6723
C 5.04104 5.85244 0.74596 -0.1 0.2 0.2 0.2366
C -3.28791 2.06743 -1.55129 -0.2 0.0 -0.4 0.3582
C -4.82779 -4.47490 -1.01022 0.1 0.0 0.0 -0.6537
C -0.42185 1.68019 1.44772 -0.4 -0.3 1.0 2.2350
C 0.03087 0.94788 -1.08978 0.3 -0.8 0.3 3.8958
C -2.01161 2.02844 -2.40662 -0.5 -0.2 0.1 -1.3090
C 0.09382 -3.20685 -3.18926 -0.2 -0.3 0.0 -0.0432
C -0.58481 0.64329 0.31193 0.0 0.7 -0.1 0.0111
C -1.70448 1.60753 2.29179 0.1 -0.2 0.0 -2.2585
C -5.03416 0.88341 3.65796 0.4 -1.3 -0.3 -0.7876
C 1.97103 -1.76655 0.39364 0.3 0.0 0.2 -0.3833
C 0.85464 2.24661 -1.19355 -0.3 0.0 0.0 -2.8861
C 2.14624 3.43029 0.61209 -0.8 0.4 0.1 -1.9150
C 2.12356 -0.48858 -0.44311 0.1 -0.4 -0.5 0.5860
C 0.98045 -0.22591 -1.44206 0.0 0.2 0.5 -2.8010
C 6.84134 2.11067 1.67762 0.0 -0.1 0.0 -1.3238
C 5.37251 7.33291 0.78303 0.1 0.0 0.0 -1.2282
C -4.34057 1.01017 -1.97722 0.2 0.5 0.8 -1.0926
C 1.26182 -7.61572 -6.10115 0.2 0.0 0.0 -0.2794
C 0.73409 1.35150 2.42653 -0.1 -0.1 0.0 -1.4135
C -4.70108 -0.36005 3.25992 -0.5 0.9 0.4 -0.1344
C -1.08177 0.84119 -2.15625 0.3 0.4 -0.1 -1.0017
C 2.10374 -8.05339 -4.91692 0.0 0.1 0.0 -0.9619
C 5.37806 1.89191 1.34588 0.0 0.1 0.3 0.2846
C -5.16013 -0.88309 1.93878 -1.9 -0.8 -0.1 0.4700
C -5.06559 0.39329 -0.76092 0.0 -0.3 -0.1 -0.8235
C 0.49940 4.67806 -0.70224 -0.2 -0.1 0.1 -1.7696
C -4.50300 -0.96898 -0.31321 -0.1 0.2 -0.6 -0.4234
C -0.10422 0.57639 6.59144 -0.1 0.2 0.1 -0.2282
C -4.01059 -5.74669 -1.12639 0.1 0.1 0.2 -0.4576
C -0.06227 -3.96224 -4.49456 0.0 0.1 0.0 -1.2260
C 0.76859 3.30716 -0.06219 0.6 0.8 -0.5 2.2287
C -1.55449 0.44511 7.01845 0.0 0.0 -0.1 -0.8019
H 1.47629 -8.24272 -6.97347 -0.1 -0.1 0.0 0.2867
H -4.16891 -6.22280 -2.09240 0.1 0.0 0.0 0.3079
H 7.25255 2.94671 1.11062 0.0 0.0 0.0 0.3038
H 6.96554 2.32557 2.74115 0.0 0.1 0.0 0.3437
H -0.73269 -4.81457 -4.36759 0.0 -0.1 0.0 0.3375
H -0.23780 -0.31272 0.69925 0.1 -0.1 0.0 0.3519
H -4.44403 1.37782 4.41974 -0.5 -0.2 0.4 0.2504
H 5.25385 1.66065 0.28769 -0.1 -0.1 0.0 0.2737
H 3.79116 -2.38673 -0.31947 0.2 0.0 0.1 0.2361
H 2.48856 2.49625 1.04120 0.3 0.1 -0.1 -0.2342
H -2.34252 1.94171 -3.44551 0.0 0.2 -0.1 0.4133
H -1.65615 0.52642 0.17524 -0.1 -0.1 -0.1 -1.0631
H 0.58103 2.74202 -2.12577 0.0 0.0 -0.1 0.6675
H -2.44770 -5.08265 -0.16829 0.1 0.0 0.0 0.2817
H -4.29383 -6.45972 -0.34623 -0.1 0.0 -0.1 0.3067
H -5.87565 1.40824 3.22155 0.4 0.3 -0.4 0.3094
H -6.12843 0.30365 -0.98024 0.0 -0.1 0.1 0.4416
H 0.53163 -3.85028 -2.41836 0.1 0.0 0.0 0.2796
H -0.33769 4.64425 -1.39325 -0.1 0.0 0.0 0.3381
H -4.63871 -3.99278 -0.04805 -0.1 0.0 0.0 0.1588
H 0.17432 -0.24195 5.92849 0.0 0.0 0.0 0.2669
H 3.08882 -3.46778 0.68647 0.1 -0.1 0.0 0.2528
H -0.58342 0.60095 -3.09911 0.0 0.0 -0.1 0.8452
H -1.69271 0.64646 2.80829 0.0 -0.1 0.0 0.6009
H -2.20868 0.46869 6.14594 0.0 0.0 0.0 0.0307
H 0.55488 0.54461 7.46553 0.0 -0.1 0.0 0.3174
H 0.36278 -1.12112 -1.49552 0.0 -0.1 -0.2 0.1928
H 0.96355 -2.17070 0.28732 -0.1 0.0 0.1 0.0383
H -1.66189 -0.04704 -1.90402 -0.1 -0.1 -0.1 -0.2860
H 0.89489 -4.33388 -4.85702 0.0 -0.1 0.0 0.3401
H -4.11399 -1.02418 3.88432 0.7 0.3 -0.3 0.3831
H 5.70198 5.32771 0.05703 0.0 -0.1 0.1 0.3116
H 3.16811 -7.94548 -5.13904 0.0 -0.1 0.0 0.3178
H 0.26129 5.42184 0.05623 0.1 0.1 0.0 0.4322
H 4.62664 5.69729 2.63956 0.0 0.0 0.1 0.2848
H 1.90704 1.98887 -1.31170 0.0 -0.1 0.1 0.4744
H -0.49754 -3.31420 -5.25710 0.0 0.0 0.0 0.2823
H -1.71778 2.38657 3.05227 -0.1 0.1 0.0 0.5693
H 0.31085 1.02796 3.37464 0.0 0.0 0.1 0.2279
H 5.25183 7.78882 -0.20058 0.0 0.0 0.0 0.3520
H -1.84264 1.27399 7.66907 0.0 0.0 0.1 0.3252
H 2.82460 3.81375 -0.14497 0.3 -0.3 0.0 0.4359
H 4.91978 0.98445 3.00858 0.0 0.0 0.1 0.3011
H 1.40783 -0.03002 -2.42664 -0.1 0.0 -0.1 0.9697
H 1.38657 4.97418 -1.25937 0.1 0.1 0.0 0.4190
H -3.58777 -1.16912 -0.86336 0.2 -0.1 0.2 0.2993
H -1.73754 -3.46848 -2.60326 0.0 0.0 0.1 0.1835
H 7.41939 1.21334 1.45217 0.0 0.0 0.0 0.3790
H -5.09223 1.49722 -2.59703 0.1 -0.1 -0.3 0.4137
H 4.80143 2.79056 1.57427 0.1 0.1 -0.1 -0.0210
H 2.40513 -6.13838 -6.65439 0.1 0.0 0.0 0.2792
H 2.06354 4.21397 1.36903 0.2 -0.2 0.3 0.5726
H 4.00931 5.70139 0.41432 0.0 0.0 -0.1 -0.0477
H -0.09222 2.51915 6.42447 0.0 0.1 0.0 0.2657
H -5.20672 -1.76975 -0.51903 -0.1 -0.1 0.1 0.3618
H 6.40006 7.48214 1.11501 0.0 0.0 0.0 0.3145
H -3.72119 3.06310 -1.66767 -0.1 0.0 0.1 0.4908
H 0.74610 -2.34581 -3.31909 0.0 0.0 0.0 0.2410
H 1.34044 0.52001 2.07367 0.3 0.2 -0.1 0.0065
H -1.51599 2.99593 -2.33215 0.3 -0.1 0.1 0.2971
H 2.14169 -1.53947 1.45097 -0.1 0.1 0.1 0.3683
H -4.54262 -3.77000 -1.79283 0.0 0.0 0.0 0.1900
H -1.72331 -0.48791 7.55774 0.0 0.0 0.0 0.3432
H -5.89594 -4.67735 -1.09182 0.0 0.0 0.0 0.3734
H -4.98394 1.05108 0.10580 0.0 0.2 -0.1 0.3887
H 3.03005 -0.63874 -1.03483 0.1 0.1 0.0 0.7239
H 1.91129 -9.09646 -4.66189 0.0 0.0 0.0 0.3323
H 1.34799 2.21452 2.65778 0.1 0.0 0.0 0.3814
H -3.08716 1.96540 -0.48786 0.3 0.0 0.0 -0.4415
H 4.71958 7.85548 1.48585 0.0 0.0 0.0 0.3357
H -2.60696 1.62595 1.68951 -0.1 0.3 0.0 0.0294
H 0.20151 -7.70753 -5.87118 0.0 0.0 0.0 0.2769
H 1.88406 -7.43353 -4.04727 0.0 0.0 0.0 0.2378
H 2.33222 0.37503 0.18600 -0.1 0.0 0.1 -1.2067
H -3.82893 0.24589 -2.56062 -0.2 -0.2 -0.1 0.4608